(1)
{"formula": "C3H15NO3", "method": "the ωB97M-V functional and the def2-TZVPD basis", "smiles": "CCNC.O.O.O", "e_above_lowest_kj_mol": 117.8, "charge": 0, "molar_mass_g_mol": 113.2, "gap_ev": 9.87, "energy_ev": -10986.3901, "max_force_ha_per_bohr": 0.03943, "elements": ["C", "C", "N", "C", "H", "H", "H", "H", "H", "H", "H", "H", "H", "H", "H", "O", "H", "H", "O", "H", "H", "O"], "coordinates": [[-1.1302, -2.1295, 0.7683], [-1.3177, -0.6315, 0.6286], [-0.4892, -0.0764, -0.4490], [0.2634, 1.1224, -0.0764], [-1.7435, -2.5724, 1.5308], [-0.0771, -2.3313, 0.9935], [-1.3005, -2.6020, -0.1933], [-1.2697, 0.0026, 1.5078], [-2.3578, -0.5121, 0.2914], [-1.0713, 0.1151, -1.2469], [1.2081, 0.8100, 0.3688], [0.3224, 1.7750, -0.9265], [-0.2360, 1.7777, 0.6557], [0.6304, -1.3917, -1.3798], [1.7320, -1.9078, -2.3952], [0.8374, -1.5679, -2.3276], [-2.5285, -2.1383, -2.6957], [-1.5951, -1.0508, -2.9241], [-2.5239, -1.1707, -2.6590], [3.7029, 5.4075, 3.3094], [4.9464, 4.5061, 3.5581], [3.9977, 4.5659, 3.6611]], "forces_ev_per_angstrom": [[1.391, 0.427, 0.121], [-1.582, 0.067, -1.266], [0.273, 0.205, 0.673], [-0.616, -0.145, 0.551], [-0.369, -0.197, 0.310], [-0.066, -0.132, 0.210], [-0.311, -0.063, -0.111], [0.484, -0.379, 0.461], [-0.033, 0.094, 0.193], [-0.133, 0.062, -0.017], [0.243, 0.405, -0.311], [0.820, 0.048, -0.606], [-0.183, -0.410, 0.164], [0.084, 0.283, -0.568], [0.017, -0.043, 0.111], [-0.190, -0.157, 0.143], [-0.527, 0.109, 0.175], [-0.161, 0.378, 0.017], [0.859, -0.552, -0.249], [0.236, 0.114, -0.084], [0.193, 0.232, -0.133], [-0.430, -0.347, 0.215]]}

---

(2)
{"formula": "C3H15NO4", "method": "the ωB97M-V functional and the def2-TZVPD basis", "e_above_lowest_kj_mol": 571.2, "charge": 0, "molar_mass_g_mol": 129.2, "gap_ev": 4.26, "energy_ev": -13029.1174, "max_force_ha_per_bohr": 0.06367, "elements": ["N", "C", "C", "C", "H", "H", "H", "H", "H", "H", "H", "H", "H", "O", "H", "H", "O", "H", "H", "O", "H", "H", "O"], "coordinates": [[-1.1696, 1.3334, 1.0228], [-0.4456, -1.8107, 2.2920], [0.1501, -2.2791, -0.0173], [-0.0381, -1.4261, 1.0452], [-1.9121, 2.0079, 1.0801], [-1.4479, 0.6332, 0.3548], [-0.6455, -2.8212, 2.5947], [-0.4555, -1.0599, 3.0749], [0.8648, -2.0006, -0.7874], [0.0998, -3.3454, 0.1604], [0.2499, -0.3846, 0.9807], [0.5147, 1.6280, -1.4421], [-0.2093, 1.4741, -3.0760], [-0.1526, 1.0261, -2.2620], [-1.2640, -1.2693, -0.7233], [-1.6399, -0.0312, -1.5867], [-2.0272, -0.7903, -0.9863], [1.9384, 0.8275, -0.2926], [2.5973, 0.5500, 1.0547], [2.2170, 0.0948, 0.3173], [1.1516, 3.1620, -0.9764], [-0.3415, 1.7876, 0.5894], [1.0945, 2.2578, -0.5860]], "forces_ev_per_angstrom": [[0.915, -0.060, 0.228], [0.218, -0.019, 0.026], [2.637, -0.817, 1.760], [-0.183, 0.862, 0.027], [-0.197, 0.247, 0.013], [-0.507, 0.031, -0.180], [-0.294, -0.450, -0.148], [-0.054, 0.044, -0.050], [-0.694, 0.486, -0.522], [-1.000, -0.228, -0.359], [-0.080, -0.108, -0.396], [-0.429, 0.340, -0.401], [-0.028, 0.811, -1.375], [-0.221, -1.422, 1.887], [0.726, -0.333, -0.049], [-0.171, -1.380, 0.912], [-0.661, 2.104, -1.663], [0.157, 0.198, 0.435], [0.346, 0.492, 0.532], [-0.163, -0.690, -0.872], [0.078, -1.190, 0.549], [-0.470, 0.069, 0.252], [0.075, 1.013, -0.608]]}

---

(3)
{"formula": "C3H15NO4", "method": "the ωB97M-V functional and the def2-TZVPD basis", "smiles": "C[C@H](N)CO.O.O.O", "e_above_lowest_kj_mol": 204.4, "charge": 0, "molar_mass_g_mol": 129.2, "gap_ev": 9.76, "energy_ev": -13032.9192, "max_force_ha_per_bohr": 0.12607, "elements": ["C", "O", "C", "C", "N", "H", "H", "H", "H", "H", "H", "H", "H", "H", "H", "H", "O", "H", "H", "O", "H", "H", "O"], "coordinates": [[2.0583, -0.3224, 0.1282], [2.8814, -0.7637, 1.1210], [0.9408, -1.3830, -0.3647], [-0.1770, -0.6575, -1.2566], [0.3229, -1.8681, 0.8991], [2.6768, 0.0233, -0.6698], [1.5558, 0.5033, 0.6186], [2.4698, -1.2820, 1.8593], [1.4706, -2.2525, -0.8901], [-0.6218, -1.2815, -1.9648], [-0.9221, -0.2411, -0.6219], [0.2400, 0.1663, -1.7361], [-0.3512, -2.5932, 0.7015], [-0.1418, -1.0618, 1.4134], [-2.2190, -0.0878, 0.6919], [-3.1382, -0.0014, -0.4259], [-3.1159, 0.0245, 0.4661], [-1.3990, 1.9008, 1.8360], [-0.0807, 1.9897, 1.0730], [-0.7669, 1.4133, 1.3146], [-0.4777, 3.3497, -1.5590], [-0.7787, 1.8787, -1.5334], [-0.4263, 2.5463, -1.1002]], "forces_ev_per_angstrom": [[-2.666, -0.826, 0.148], [1.959, -1.975, 1.913], [0.089, 0.955, 0.518], [2.019, -0.973, 1.841], [0.173, 1.000, 0.269], [0.296, 0.211, -0.717], [-0.845, 0.666, -0.796], [-0.152, 0.732, -1.489], [-0.911, 1.186, 0.675], [-0.674, -1.204, -1.094], [-0.437, 0.069, 0.621], [1.017, 1.358, -1.212], [-0.203, 0.040, 0.163], [0.646, -1.372, -1.054], [1.639, 0.008, 0.619], [-0.287, -0.127, -4.497], [-1.680, 0.157, 3.994], [-0.221, 0.316, 0.133], [1.233, 1.330, -0.677], [-1.095, -1.916, 0.847], [-0.273, 1.372, -1.252], [-2.715, -4.590, -3.384], [3.090, 3.585, 4.431]]}

---

(4)
{"formula": "C3H15NO4", "method": "the ωB97M-V functional and the def2-TZVPD basis", "smiles": "C[C@H](N)CO.O.O.O", "e_above_lowest_kj_mol": 240.7, "charge": 0, "molar_mass_g_mol": 129.2, "gap_ev": 8.82, "energy_ev": -13032.5433, "max_force_ha_per_bohr": 0.11002, "elements": ["C", "O", "C", "C", "N", "H", "H", "H", "H", "H", "H", "H", "H", "H", "H", "H", "O", "H", "H", "O", "H", "H", "O"], "coordinates": [[-0.4056, 0.6181, 1.5533], [-0.6760, -0.5402, 1.0064], [-0.3092, 1.6221, 0.3257], [-0.1819, 3.0833, 0.8903], [-1.5729, 1.6758, -0.4657], [0.4988, 0.6386, 2.3436], [-1.2474, 0.8994, 2.1865], [-0.0841, -0.8454, 0.2866], [0.4875, 1.3611, -0.4611], [-0.0389, 3.8694, 0.1378], [-1.1255, 3.4283, 1.3640], [0.7206, 3.2870, 1.5947], [-2.4632, 1.8055, 0.0125], [-1.5162, 1.1337, -1.3327], [-0.8256, -3.2173, -3.0276], [-0.6644, -1.6592, -3.2809], [-0.7358, -2.3415, -2.6357], [-0.9789, -3.2090, 1.7651], [-2.1491, -4.0051, 1.3214], [-1.5712, -3.8182, 2.1430], [4.6727, -0.6584, -2.3444], [4.8219, -1.9249, -1.4382], [5.3447, -1.2032, -1.9448]], "forces_ev_per_angstrom": [[2.417, 3.725, 0.629], [-0.632, -5.465, -1.319], [-0.904, 2.283, 0.686], [1.685, 0.784, 0.591], [1.369, -0.373, -0.443], [-1.286, 0.033, -1.974], [-0.243, 0.209, -0.166], [-0.352, 0.726, 0.777], [-0.784, 0.256, 1.563], [0.006, -0.584, -0.406], [0.529, -0.679, 0.135], [-1.600, -0.753, -0.777], [0.582, -0.506, -0.339], [-0.786, 0.232, 0.990], [0.048, 0.491, -0.361], [0.005, 0.269, -1.059], [-0.023, -0.735, 1.452], [1.444, 1.553, -0.420], [1.143, 0.237, 2.170], [-2.620, -1.701, -1.728], [-0.386, 0.262, -0.193], [1.334, 1.902, -1.336], [-0.947, -2.166, 1.529]]}

---

(5)
{"formula": "C3H15NO4", "method": "the ωB97M-V functional and the def2-TZVPD basis", "spin_multiplicity": 2, "e_above_lowest_kj_mol": 234.9, "s2": 0.7551, "charge": 1, "molar_mass_g_mol": 129.2, "gap_ev": [9.61, 4.27], "energy_ev": -13024.4608, "max_force_ha_per_bohr": 0.04565, "elements": ["C", "C", "C", "O", "N", "H", "H", "H", "H", "H", "H", "H", "H", "H", "H", "H", "O", "H", "H", "O", "H", "H", "O"], "coordinates": [[-0.7862, -1.7150, -0.3925], [-1.1404, -0.2898, -1.0142], [0.1855, 0.4003, -1.3281], [-1.8294, 0.5524, -0.1473], [-1.8237, -2.6402, -0.5291], [0.0684, -2.0558, -0.9787], [-0.5088, -1.5231, 0.6494], [-1.7005, -0.3063, -1.9504], [1.0534, -0.0068, -0.7832], [0.4226, 0.4919, -2.3731], [0.2778, 1.3719, -0.8614], [-2.6973, 0.2870, 0.1725], [-2.6202, -2.6398, 0.1037], [-1.5322, -3.6114, -0.5979], [-1.1214, 2.4766, 2.0610], [-2.0874, 3.4240, 1.4263], [-1.3481, 3.4180, 2.0588], [-0.8983, 3.3686, 4.5283], [0.3565, 3.1472, 5.2314], [-0.2305, 2.6743, 4.6273], [5.7319, -2.8924, -2.8669], [6.5404, -1.7407, -3.5159], [5.6879, -2.1910, -3.5201]], "forces_ev_per_angstrom": [[-0.018, -0.356, -1.431], [-0.017, 2.326, -0.315], [1.350, -0.007, 1.327], [0.358, 0.014, 0.935], [0.522, -0.875, 1.911], [-0.063, -0.205, 0.309], [-0.219, 0.277, 0.137], [-0.128, -1.146, 0.023], [-0.234, -0.704, -0.517], [-0.068, -0.211, -0.376], [-0.943, 0.624, -0.202], [-0.202, -0.300, -0.481], [-0.341, 0.734, -0.170], [0.011, -0.159, -1.109], [0.286, 0.279, 0.335], [0.297, 0.386, 0.297], [-0.616, -0.581, -0.629], [-0.221, -0.378, -0.499], [0.365, -0.489, 0.013], [-0.106, 0.773, 0.430], [0.243, -0.003, 0.043], [-0.087, -0.203, 0.104], [-0.167, 0.204, -0.133]]}